Entry from the OMol25 dataset: C19H22CoN2O13P2S2 as an isolated structure (wB97M-V/def2-TZVPD).

```
61
Properties=species:S:1:pos:R:3:forces:R:3:mulliken_charge:R:1
Co -0.251 0.186 -0.863 -0.005 -0.328 0.112 1.00
O 0.250 2.754 2.330 0.045 0.078 0.048 -0.56
P -0.801 2.517 1.144 -0.087 -0.173 0.207 0.17
O -1.479 3.766 0.801 0.022 0.028 -0.060 -0.71
O 0.007 1.763 0.073 0.123 -0.033 -0.237 0.19
O -1.841 1.465 1.792 -0.063 0.160 -0.082 -0.07
P -2.061 -0.125 1.690 0.131 -0.195 0.124 0.62
O -1.091 -0.738 2.793 -0.393 0.000 0.041 -0.62
O -3.444 -0.499 1.997 -0.083 0.065 -0.123 -0.79
O -1.509 -0.529 0.308 -0.160 0.162 -0.064 -0.62
H 0.821 1.984 2.463 -0.054 -0.032 -0.018 0.39
H -0.149 -0.587 2.603 -0.015 -0.018 -0.009 0.48
C 5.060 -5.683 2.033 0.011 -0.028 0.002 -1.44
C 4.398 -4.348 1.827 0.000 0.023 -0.004 1.05
C 3.090 -4.262 1.359 -0.018 0.015 -0.004 -0.94
C 2.475 -3.033 1.177 -0.017 -0.019 0.008 -0.53
C 3.180 -1.875 1.466 -0.085 0.011 0.060 0.10
C 4.484 -1.933 1.932 0.018 0.004 -0.014 -0.50
C 5.084 -3.170 2.109 0.006 -0.004 -0.002 -0.77
S 2.382 -0.302 1.280 -0.009 -0.139 -0.083 1.36
O 3.423 0.690 1.243 -0.021 -0.052 -0.035 -0.69
O 1.408 -0.184 2.343 0.350 0.127 0.000 -0.89
N 1.583 -0.441 -0.104 0.106 0.064 -0.180 0.08
C 2.185 0.055 -1.242 0.007 0.135 -0.012 0.70
C 3.524 0.168 -1.630 0.002 -0.052 -0.040 -0.74
C 3.780 0.760 -2.849 0.000 0.008 -0.012 -0.42
C 2.747 1.239 -3.657 -0.005 -0.032 0.038 -0.90
C 1.452 1.102 -3.207 -0.030 -0.041 -0.079 -0.34
N 1.212 0.505 -2.044 0.316 0.303 0.119 0.45
H 4.427 -6.496 1.681 -0.003 0.004 0.000 0.34
H 5.270 -5.855 3.091 -0.005 0.007 0.002 0.32
H 6.011 -5.738 1.500 -0.001 0.010 -0.002 0.34
H 2.542 -5.169 1.132 0.007 -0.003 0.004 0.29
H 1.459 -2.970 0.807 -0.008 0.006 -0.002 0.48
H 5.015 -1.015 2.145 -0.007 0.003 0.003 0.49
H 6.105 -3.219 2.472 0.000 -0.007 -0.001 0.36
H 4.322 -0.171 -0.988 -0.019 -0.010 0.027 0.47
H 4.807 0.866 -3.176 -0.002 -0.004 -0.003 0.39
H 2.946 1.719 -4.604 0.004 0.004 0.000 0.41
H 0.582 1.459 -3.743 -0.007 0.009 0.022 0.58
C -6.168 3.656 1.247 -0.033 0.032 0.024 -1.48
C -5.410 2.903 0.191 0.011 -0.026 0.016 1.10
C -5.295 1.521 0.254 0.028 -0.021 -0.007 -0.60
C -4.509 0.828 -0.655 -0.022 -0.023 0.097 -0.30
C -3.835 1.535 -1.632 0.030 -0.027 0.025 -0.08
C -3.955 2.916 -1.734 0.025 0.025 0.021 -0.72
C -4.746 3.589 -0.825 0.016 -0.004 0.015 -0.65
S -2.703 0.729 -2.700 0.241 0.096 -0.180 1.69
O -2.817 1.333 -4.001 -0.040 -0.134 0.015 -0.74
O -2.919 -0.714 -2.623 -0.203 0.016 -0.007 -0.92
O -1.325 1.054 -2.160 -0.407 0.066 0.137 -0.58
H -6.972 3.051 1.669 0.006 -0.003 -0.006 0.38
H -6.597 4.578 0.852 0.000 -0.009 -0.008 0.38
H -5.494 3.928 2.063 0.004 -0.006 -0.006 0.27
H -5.770 0.966 1.053 -0.012 0.022 0.019 0.30
H -4.395 -0.242 -0.568 0.064 -0.022 0.004 0.41
H -3.412 3.451 -2.500 0.011 -0.011 -0.003 0.38
H -4.814 4.669 -0.874 -0.005 0.002 0.002 0.31
O -0.577 -1.515 -1.829 0.374 -0.045 0.171 -0.56
H -1.552 -1.433 -2.030 -0.051 0.045 -0.033 0.47
H -0.137 -1.460 -2.686 -0.090 -0.030 -0.046 0.39
```
Positions in Å, forces in eV/Å.

Properties
Kohn-Sham gap (eV): 8.39
HOMO (eV): -6.39
Energy above the lowest of the compared OMol25 structures with the same formula, charge and spin (eV): 0.000
Lowest unoccupied orbital energy (eV): 2.00
Charge: -1